[1]
{
  "formula": "C24H26FN5",
  "method": "ωB97M-V/def2-TZVPD",
  "de_lowest_kj_mol": 16.2,
  "gap_ha": 0.318,
  "smiles": "Cc1ccc(-n2cc(CNCCn3nc(C)cc3C)c(-c3ccc(F)cc3)n2)cc1",
  "lumo_energy_ev": 0.7486,
  "e_tot_ev": -35478.0748,
  "multiplicity": 1,
  "elements": ["C", "C", "C", "C", "C", "N", "C", "C", "C", "N", "C", "C", "N", "N", "C", "C", "C", "C", "C", "C", "C", "C", "C", "C", "F", "C", "C", "N", "C", "C", "H", "H", "H", "H", "H", "H", "H", "H", "H", "H", "H", "H", "H", "H", "H", "H", "H", "H", "H", "H", "H", "H", "H", "H", "H", "H"],
  "coordinates": [[8.14542, -0.04726, 1.10689], [6.71277, -0.02005, 0.67115], [5.84648, -1.04553, 1.03933], [4.52390, -1.03388, 0.65135], [4.03197, 0.01464, -0.12366], [2.68784, -0.00524, -0.50394], [1.96848, 0.95441, -1.13692], [0.68807, 0.48081, -1.29251], [-0.43610, 1.18719, -1.97221], [-1.42054, 1.64023, -1.00584], [-2.52728, 2.36675, -1.58214], [-3.46595, 2.84427, -0.46564], [-3.76429, 1.79068, 0.46007], [-3.03369, 1.67598, 1.57281], [-3.46190, 0.59198, 2.19376], [-2.86794, 0.13227, 3.47660], [-4.50058, -0.00733, 1.45902], [-4.66384, 0.78480, 0.34356], [-5.60476, 0.65782, -0.79947], [0.71816, -0.81396, -0.70382], [-0.34325, -1.80373, -0.58681], [-1.68169, -1.42487, -0.50329], [-2.67296, -2.38267, -0.40057], [-2.31472, -3.71743, -0.37473], [-3.28493, -4.65749, -0.27937], [-0.99310, -4.12194, -0.43863], [-0.01028, -3.15794, -0.54373], [1.93346, -1.07334, -0.24738], [4.88815, 1.04274, -0.50109], [6.21215, 1.01798, -0.10199], [8.69584, 0.79385, 0.69349], [8.62352, -0.97069, 0.78317], [8.21032, -0.00401, 2.19363], [6.21805, -1.86283, 1.64011], [3.84762, -1.82424, 0.93386], [2.38967, 1.89286, -1.43412], [-0.94339, 0.49835, -2.65880], [-0.02450, 2.02134, -2.57075], [-0.98024, 2.18306, -0.26936], [-3.05643, 1.68132, -2.25318], [-2.21296, 3.24311, -2.17974], [-4.38882, 3.23879, -0.89939], [-2.97424, 3.63114, 0.11221], [-3.64136, 0.00411, 4.23247], [-2.14189, 0.86170, 3.82370], [-2.36809, -0.82544, 3.33402], [-5.05136, -0.88913, 1.71729], [-6.32192, -0.13229, -0.59331], [-6.14983, 1.58752, -0.96344], [-5.07241, 0.40895, -1.71785], [-1.93598, -0.37666, -0.49057], [-3.71202, -2.10273, -0.33053], [-0.75156, -5.17296, -0.40721], [1.02965, -3.43953, -0.59467], [4.53649, 1.86118, -1.10919], [6.86675, 1.82338, -0.40262]],
  "forces_ev_per_angstrom": [[0.0, 0.0, 0.0], [0.0, 0.0, 0.0], [0.0, 0.2, -0.1], [-0.2, 0.0, 0.0], [0.9, -0.1, 0.3], [-0.8, 0.4, -0.4], [-0.3, -0.1, 0.0], [0.3, 0.0, 0.0], [0.0, 0.1, 0.0], [0.1, 0.4, 0.0], [-0.1, 0.1, 0.1], [0.3, 0.1, -0.5], [-0.5, -0.3, 0.1], [0.6, 0.2, 0.5], [-0.1, 0.1, -0.2], [0.0, 0.0, -0.1], [0.0, 0.2, -0.2], [0.0, -0.1, 0.2], [0.1, 0.1, 0.0], [0.6, 0.6, 0.0], [-0.2, -0.4, 0.0], [0.2, -0.2, 0.0], [-0.1, -0.4, 0.0], [0.0, 0.1, 0.0], [0.1, 0.1, 0.0], [-0.2, -0.1, 0.0], [-0.1, 0.1, 0.0], [-0.2, -0.6, 0.3], [-0.3, -0.1, 0.0], [0.0, -0.1, 0.1], [0.1, 0.0, 0.0], [0.1, 0.0, 0.0], [0.1, 0.0, 0.1], [0.0, -0.1, 0.1], [0.0, -0.1, 0.0], [0.1, 0.2, -0.1], [0.1, 0.1, 0.0], [-0.1, -0.2, 0.0], [0.0, -0.1, 0.0], [0.0, 0.1, 0.0], [-0.1, -0.1, 0.0], [0.1, 0.0, 0.1], [-0.1, -0.1, 0.0], [0.0, 0.0, 0.1], [0.1, 0.0, 0.1], [0.1, 0.0, 0.1], [-0.2, -0.2, 0.0], [0.0, 0.0, 0.0], [-0.1, 0.0, -0.1], [0.0, 0.0, -0.1], [-0.1, 0.1, 0.0], [-0.1, 0.0, 0.0], [0.0, -0.1, 0.0], [0.1, -0.1, 0.0], [-0.1, 0.1, -0.1], [0.1, 0.1, 0.0]],
  "mulliken_charge": [-1.3590, 0.8101, -0.8670, -0.4555, 1.4789, 0.7391, -0.2831, 0.0503, -1.4400, -0.0790, -0.5163, -1.2210, 1.0078, -1.0028, 0.6468, -1.2964, -0.8858, 0.9468, -1.6901, 0.2711, 0.1706, 0.2061, -0.5412, 0.2804, -0.3523, -0.7441, -0.5781, -1.1371, -0.4555, -1.1356, 0.3286, 0.3365, 0.3157, 0.3751, 0.4150, 0.4072, 0.4225, 0.4016, 0.2227, 0.2852, 0.4401, 0.3917, 0.3790, 0.3202, 0.3563, 0.2691, 0.4239, 0.3801, 0.4133, 0.2875, 0.3545, 0.4700, 0.4428, 0.4639, 0.2579, 0.2716]
}



[2]
{
  "formula": "C40H33F11N4OP3Ti",
  "method": "ωB97M-V/def2-TZVPD",
  "total_charge": 1,
  "de_lowest_kj_mol": 144.3,
  "gap_ha": 0.277,
  "lumo_energy_ev": -4.0583,
  "e_tot_ev": -130899.1849,
  "multiplicity": 1,
  "elements": ["Ti", "C", "C", "N", "N", "C", "O", "C", "C", "C", "C", "C", "C", "C", "C", "C", "C", "C", "N", "H", "H", "H", "H", "H", "H", "H", "H", "H", "H", "H", "H", "N", "P", "C", "C", "C", "C", "C", "C", "C", "C", "C", "C", "C", "C", "P", "C", "C", "C", "C", "C", "C", "C", "C", "C", "C", "C", "C", "H", "H", "H", "H", "H", "H", "H", "H", "H", "H", "H", "H", "H", "H", "H", "H", "H", "H", "H", "H", "H", "F", "P", "F", "F", "F", "F", "F", "F", "C", "F", "C", "F", "F", "F"],
  "coordinates": [[-0.16362, 1.13511, -0.25601], [3.37906, 3.28257, 1.64835], [2.79344, 2.32589, 0.65398], [1.62960, 1.80622, 0.77504], [0.87497, 2.26152, 1.91456], [-0.10625, 1.48408, 2.23275], [-0.27615, 0.39513, 1.48405], [-1.00711, 1.85664, 3.38157], [-0.62021, 2.93341, 4.18696], [-1.47985, 3.39494, 5.12785], [-2.73740, 2.77732, 5.34198], [-3.11433, 1.71599, 4.54539], [-2.20078, 1.23842, 3.59116], [3.73551, 2.04352, -0.48797], [3.98550, 3.05469, -1.42050], [5.05221, 2.82662, -2.30556], [5.83164, 1.73556, -2.19156], [5.60812, 0.86530, -1.14177], [4.55215, 1.00249, -0.34573], [4.18204, 2.72080, 2.14663], [3.73698, 4.13261, 1.12088], [2.68905, 3.53985, 2.45261], [0.33106, 3.41598, 3.98405], [-1.21821, 4.26388, 5.72706], [-3.44681, 3.12878, 6.06731], [-4.04537, 1.23619, 4.72069], [-2.47883, 0.44905, 2.90342], [3.37449, 3.90725, -1.42543], [5.29232, 3.57101, -3.03269], [6.71621, 1.58100, -2.80107], [6.26123, 0.02608, -0.98618], [-0.76061, -1.95883, -0.60479], [-1.93033, -0.80382, -0.55398], [-2.87736, -1.14702, 0.92941], [-4.11187, -0.48233, 1.13057], [-4.85991, -0.67124, 2.31861], [-4.37488, -1.53943, 3.27334], [-3.23216, -2.26991, 3.04596], [-2.47781, -2.06968, 1.90016], [-3.05044, -1.10645, -2.00683], [-3.08820, -2.32382, -2.76252], [-4.02407, -2.54207, -3.75596], [-4.95129, -1.53218, -4.07147], [-4.97782, -0.38141, -3.31334], [-4.01506, -0.17142, -2.30610], [0.75806, -1.30926, -0.56141], [1.44424, -1.98062, 0.99978], [2.53830, -1.39636, 1.64401], [3.06984, -1.91496, 2.78470], [2.57781, -3.11914, 3.29711], [1.47452, -3.71093, 2.70518], [0.93884, -3.18435, 1.53395], [1.70605, -2.25744, -1.83020], [3.08516, -2.44347, -1.63030], [3.83387, -3.15575, -2.54389], [3.24413, -3.64120, -3.69671], [1.91634, -3.34490, -3.94137], [1.11614, -2.68450, -2.99076], [-0.94624, -2.93725, -0.77884], [-4.44127, 0.25036, 0.40728], [-5.78860, -0.10640, 2.34450], [-4.90563, -1.71978, 4.19098], [-2.93486, -3.00044, 3.80640], [-1.57916, -2.65754, 1.77130], [-2.38578, -3.10710, -2.45844], [-4.09162, -3.49395, -4.29312], [-5.67384, -1.69617, -4.85659], [-5.68819, 0.42837, -3.51626], [-4.01585, 0.77054, -1.81104], [2.92620, -0.51144, 1.17595], [3.89663, -1.48351, 3.28801], [2.95014, -3.56802, 4.19890], [1.09097, -4.62614, 3.08751], [0.14371, -3.71248, 1.11085], [3.57128, -1.96381, -0.79272], [4.86223, -3.39988, -2.32117], [3.77394, -4.23019, -4.43351], [1.45742, -3.70774, -4.86641], [0.04128, -2.56112, -3.14835], [-1.49389, 1.90859, -1.77826], [-2.03647, 3.24222, -0.91632], [-2.11805, 2.15472, 0.31231], [-1.77168, 4.12994, -2.19186], [-0.41706, 3.25443, -0.47948], [-2.31086, 4.39587, 0.05221], [-3.49515, 2.99663, -1.29298], [1.42285, 2.60114, -2.30765], [0.99432, 1.30619, -2.19801], [2.14348, 0.52557, -2.19787], [0.33202, 1.00155, -3.63696], [1.23574, 0.64774, -4.52937], [-0.36589, 1.99280, -4.12313], [-0.48436, -0.08906, -3.42285]],
  "forces_ev_per_angstrom": [[0.2, 0.5, -0.9], [-0.6, -1.4, 1.0], [0.0, 0.2, 0.0], [-0.9, 0.1, 0.2], [0.6, 0.7, -0.4], [0.3, -0.4, 0.0], [-1.1, -0.5, 0.7], [1.5, 0.2, -0.7], [0.5, -0.1, -0.8], [-1.2, 0.4, 1.3], [0.6, 0.1, -0.7], [1.5, 0.0, 0.0], [-1.3, -0.5, -0.5], [0.9, 0.8, -0.2], [1.0, -2.0, 0.1], [-1.6, 1.8, 0.3], [1.6, -1.2, 0.4], [-1.1, 0.1, -0.3], [-0.2, -0.6, 0.8], [0.3, 0.4, -0.3], [0.6, 0.7, -0.3], [-0.1, 0.2, -0.4], [-0.2, 0.0, 0.2], [0.0, -0.2, -0.1], [0.1, 0.3, 0.3], [-0.7, -0.4, -0.1], [0.0, -0.1, 0.3], [-0.6, 1.1, -0.3], [0.0, 0.4, -0.5], [-0.2, 0.1, -0.1], [0.1, -0.3, 0.2], [-0.3, -1.2, -0.6], [-0.8, 0.2, -0.9], [-1.6, 0.1, 0.5], [0.5, -0.2, 0.8], [0.6, 0.6, -2.0], [-0.7, -0.1, 0.2], [0.5, -0.3, 0.2], [0.3, -0.2, -0.2], [-0.2, -1.0, -0.2], [0.7, 0.3, 1.3], [-0.2, 0.2, -0.2], [0.2, -0.4, 0.5], [0.4, 0.7, 0.1], [-0.5, 0.1, -0.7], [1.4, -0.7, 0.6], [0.1, -1.0, 0.3], [-0.9, 0.6, -1.2], [0.0, -1.6, 0.7], [-0.8, 0.5, -0.1], [0.6, 0.4, -0.8], [1.2, 1.3, 0.6], [0.5, 1.0, 0.9], [-0.3, 0.4, -0.1], [0.2, -0.3, 0.4], [-0.5, 0.2, -0.3], [-1.0, -0.3, -0.2], [-0.1, -0.6, -0.8], [0.0, -0.1, 0.1], [-0.2, -0.1, -0.1], [0.1, -0.3, 0.6], [-0.3, 0.1, 0.2], [0.1, 0.3, -0.4], [0.0, 0.2, 0.0], [-0.3, 0.1, -0.4], [0.3, 0.4, 0.3], [0.0, 0.0, -0.1], [0.2, -0.5, 0.0], [-0.1, 0.6, 0.4], [0.4, 0.4, 0.2], [0.7, 0.6, 0.2], [0.4, 0.1, 0.2], [-0.3, -0.6, 0.3], [-1.1, -0.6, -0.8], [0.0, -0.2, 0.2], [0.1, 0.2, 0.0], [0.2, 0.1, 0.1], [0.1, 0.2, 0.4], [0.4, 0.1, -0.2], [-0.5, -0.7, -0.5], [1.2, 0.9, -1.2], [-0.3, -1.0, 0.9], [0.3, 0.0, 0.5], [1.1, 0.5, 0.1], [-0.2, 1.0, 0.6], [-1.6, -0.6, -0.3], [-0.1, 0.0, 0.2], [0.2, -0.4, -1.2], [-0.3, 0.4, 0.0], [0.2, -1.0, 2.0], [0.3, -0.1, -0.2], [-0.4, 0.3, -0.1], [0.1, 0.5, -0.4]],
  "mulliken_charge": [-0.3434, -1.5057, -0.2049, 1.6590, -0.6837, 0.5840, -0.1526, -0.2706, -0.7276, -0.6571, -0.6590, -0.8986, 1.0767, 0.3416, -0.2982, -0.7443, -0.5056, -0.4716, -0.2355, 0.3529, 0.4325, 0.3484, 0.3920, 0.4174, 0.4170, 0.4481, -0.0244, 0.6099, 0.4893, 0.4435, 0.4608, 0.7451, -0.2399, 0.9513, -0.4164, -0.9253, -0.5877, -0.6659, -0.0854, 1.2737, -0.5412, -0.7725, -0.4980, -0.9621, -0.3069, 0.9838, 0.9195, -0.0378, -1.1556, -0.7706, -0.8198, -1.0771, 0.7511, -0.7248, -0.7595, -0.6548, -0.8447, -0.2706, 0.6067, 0.2515, 0.4468, 0.4477, 0.4265, 0.2832, 0.2224, 0.4070, 0.4130, 0.4235, 0.2788, 0.4338, 0.5523, 0.3972, 0.5008, 0.5623, 0.3424, 0.4586, 0.4199, 0.4236, 0.2869, -0.3742, 1.5145, -0.1942, -0.4056, -0.1626, -0.3467, -0.4022, -0.2958, 0.9248, -0.1793, 0.3339, -0.3017, -0.2141, -0.0795]
}



[3]
{
  "formula": "C3H3NO2",
  "method": "ωB97M-V/def2-TZVPD",
  "de_lowest_kj_mol": 461.6,
  "gap_ha": 0.338,
  "lumo_energy_ev": -0.1261,
  "e_tot_ev": -8740.3466,
  "multiplicity": 1,
  "elements": ["O", "C", "C", "O", "C", "N", "H", "H", "H"],
  "coordinates": [[-0.15975, 1.36835, -0.69312], [0.35154, 0.25038, -1.14502], [1.10845, -0.04600, -2.29400], [0.41267, -0.85213, -0.58172], [-0.56472, -0.50925, 2.52268], [-0.75938, 0.47503, 1.95990], [-0.47026, 1.21910, 0.22868], [0.47656, -0.52131, -3.05698], [-0.38016, -1.43038, 3.03866]],
  "forces_ev_per_angstrom": [[0.0, -0.2, 0.0], [0.1, -0.1, 0.0], [-0.2, 0.0, 0.1], [0.0, 0.2, -0.2], [-0.2, 0.8, -0.4], [0.2, -0.9, 0.6], [0.0, 0.0, -0.1], [0.0, 0.1, 0.1], [0.0, 0.1, -0.1]],
  "mulliken_charge": [-0.4198, 0.7519, -0.4515, -0.4812, 0.1377, -0.5092, 0.5046, 0.1809, 0.2867]
}



[4]
{
  "formula": "C4H15NO2",
  "method": "ωB97M-V/def2-TZVPD",
  "total_charge": -1,
  "de_lowest_kj_mol": 88.5,
  "gap_ha": [0.110, 0.350],
  "s_squared": 0.751,
  "lumo_energy_ev": [3.7319, 3.6194],
  "e_tot_ev": -9974.5184,
  "multiplicity": 2,
  "elements": ["C", "C", "C", "N", "C", "H", "H", "H", "H", "H", "H", "H", "H", "H", "H", "H", "H", "H", "O", "H", "H", "O"],
  "coordinates": [[-1.74538, -0.63957, -0.64145], [-1.58809, 0.26774, 0.57700], [-0.10299, 0.18821, 1.01851], [0.83148, 0.73568, -0.03888], [2.16657, 0.82579, 0.55503], [-1.32561, -1.64555, -0.58299], [-2.79737, -0.75329, -0.75751], [-1.38927, -0.12497, -1.57253], [-1.63216, 1.26720, 0.17523], [-2.29771, 0.08643, 1.35930], [0.11087, 0.74849, 1.90016], [0.07254, -0.86074, 1.38686], [0.90289, 0.08097, -0.82685], [2.32719, 1.66811, 1.17109], [2.46547, -0.14072, 1.00773], [2.85442, 0.78631, -0.34700], [-1.42916, 1.41983, -2.47884], [-0.75975, 2.03337, -1.18898], [-1.37089, 2.24522, -1.90813], [1.29184, -3.30467, 0.89035], [2.15786, -2.37082, 0.03204], [1.25726, -2.51304, 0.26986]],
  "forces_ev_per_angstrom": [[-0.2, 0.3, -0.5], [2.9, 0.1, -1.1], [-0.5, -1.1, -0.1], [-1.2, -0.7, 1.2], [1.0, -2.4, -3.0], [0.3, 0.2, 0.2], [-1.1, -0.3, -0.6], [-0.1, -0.8, 1.0], [-1.0, 0.5, 0.4], [-0.3, -0.1, 0.4], [-0.1, 1.0, 0.7], [0.4, 0.7, -1.0], [-0.1, 0.0, 0.6], [0.1, 0.9, 0.7], [-0.3, 0.5, 0.6], [-0.3, 0.8, 1.1], [0.3, 1.7, 1.3], [0.4, -0.3, -0.2], [-0.4, -1.0, -1.5], [0.1, 0.8, -0.8], [1.7, 0.1, -0.4], [-1.8, -1.0, 1.1]],
  "mulliken_spin": [0.6515, -0.0903, 0.4161, -0.3531, 0.8152, -0.3149, 0.0115, 0.0131, -0.0125, -0.0711, 0.1414, -0.0462, -0.0416, 0.1397, -0.2217, -0.2844, -0.0227, 0.0116, -0.0030, -0.1997, 0.2531, 0.2081]
}